74
Properties=species:S:1:pos:R:3:forces:R:3 method="wB97M-V/def2-TZVPD" total_charge=0
C -8.254885 1.965724 1.042210 0.107 -0.136 -0.156
C -7.754425 0.508387 0.749798 -0.015 1.229 1.527
I -8.108266 0.128988 -1.343229 0.064 -0.087 0.271
C -6.261359 0.382131 1.204772 -0.349 -0.006 -0.282
B -5.346357 -0.562237 0.316089 0.513 -0.084 1.155
O -4.054672 -0.101022 -0.052643 -1.561 -0.019 -1.183
B -4.090811 -0.139212 -1.472813 0.676 0.514 0.025
C -4.061257 1.247696 -2.246180 0.615 -0.411 -0.591
C -4.428867 1.174621 -3.744211 0.630 0.545 0.358
N -5.514024 0.755628 -4.228204 -0.116 -0.076 0.366
O -4.194923 -1.410994 -2.049585 -0.709 0.213 1.415
B -4.702670 -2.253335 -1.060573 -0.072 -0.506 -0.793
O -4.198293 -3.594100 -1.027132 -1.182 0.980 1.638
C -4.570855 -4.086272 0.151258 1.042 0.522 -3.404
N -4.971820 -4.484843 1.127021 -0.675 -1.142 2.489
O -5.663507 -1.853270 -0.127429 1.180 0.710 -0.729
H -7.485722 2.693927 0.714444 -0.520 -0.331 0.035
H -9.208193 2.185696 0.525612 0.509 -0.123 0.305
H -8.413110 2.120878 2.130159 0.178 -0.238 -0.526
H -8.371891 -0.146767 1.389073 0.178 -0.152 -0.962
H -6.265323 0.081101 2.275993 0.082 0.006 -0.600
H -5.809024 1.396444 1.185212 -0.154 -0.596 -0.061
H -3.014301 1.624701 -2.173938 -0.581 -0.100 0.133
H -4.685114 1.961239 -1.668783 0.214 -0.309 -0.457
H -3.668430 1.549727 -4.457122 -0.290 -0.231 0.383
H -6.109493 0.469104 -3.444104 -0.181 -0.091 -0.252
C -1.692084 -3.198890 -2.236377 -0.072 -0.066 0.017
O -0.292090 -3.147548 -2.524222 0.144 0.020 -0.043
C 0.117986 -4.051530 -3.419170 0.009 0.051 0.020
O -0.573329 -4.864516 -3.971249 0.065 0.069 0.048
O 1.436025 -3.891088 -3.591124 -0.443 -0.224 -0.160
C 2.023147 -4.796893 -4.528174 0.276 -0.191 -0.234
H -1.903664 -2.425368 -1.503917 0.346 0.030 -0.023
H -2.276267 -2.997437 -3.133446 0.025 -0.140 0.016
H -1.960204 -4.163600 -1.812231 0.063 -0.029 -0.172
H 1.588775 -4.661234 -5.518070 -0.106 -0.088 0.086
H 1.903427 -5.826899 -4.194129 -0.134 0.044 -0.066
H 3.086164 -4.567517 -4.578188 -0.071 0.161 0.186
C 7.613339 -1.577991 -2.182680 0.360 -0.001 -0.080
O 6.320472 -1.266760 -1.662095 -0.244 -0.212 -0.308
C 5.362647 -2.143427 -2.004751 -0.204 0.219 -0.124
O 5.517299 -3.122419 -2.685286 0.031 0.033 0.050
O 4.205351 -1.739024 -1.459931 0.183 -0.211 -0.735
C 3.089915 -2.592415 -1.752519 -0.141 0.004 0.081
H 8.295463 -0.802549 -1.841124 -0.215 0.074 0.103
H 7.959500 -2.539497 -1.804237 -0.093 -0.031 -0.125
H 7.600086 -1.576772 -3.272172 -0.051 -0.142 0.048
H 3.257804 -3.593153 -1.354248 0.081 0.005 -0.148
H 2.907491 -2.628991 -2.816939 0.207 0.024 0.056
H 2.215388 -2.167404 -1.265073 0.164 0.163 0.041
C 4.559429 1.524076 4.746915 0.007 0.272 0.224
O 4.260553 0.469722 3.830634 0.015 -0.044 -0.059
C 5.054647 0.434892 2.754424 -0.110 -0.150 -0.035
O 5.958492 1.195212 2.519605 -0.072 -0.033 0.050
O 4.669292 -0.587331 1.988860 0.028 0.097 0.162
C 5.435802 -0.749946 0.788519 0.330 -0.134 0.261
H 3.854219 1.450758 5.571949 -0.079 -0.188 -0.149
H 5.569500 1.416369 5.142027 0.015 0.066 -0.140
H 4.435398 2.496100 4.269674 0.128 -0.031 0.001
H 6.481961 -0.950036 1.023803 -0.008 0.269 0.094
H 5.345231 0.128358 0.154085 0.075 0.010 0.109
H 5.038265 -1.601632 0.253006 -0.118 0.277 0.832
C 1.926531 4.543020 1.976486 0.092 -0.203 -0.260
O 1.301617 5.495364 2.838501 -0.007 0.047 0.095
C 1.893258 5.626431 4.028599 -0.120 0.066 -0.074
O 2.867192 5.026277 4.402120 -0.045 0.011 0.013
O 1.215877 6.538945 4.730749 0.010 -0.060 -0.094
C 1.741696 6.782735 6.035339 0.055 0.122 0.315
H 1.360798 4.525428 1.047689 -0.120 0.165 0.131
H 2.951988 4.838111 1.755598 0.004 -0.081 0.134
H 1.901588 3.547606 2.419896 0.123 0.069 0.055
H 2.759721 7.166601 5.974544 0.010 -0.156 -0.006
H 1.709703 5.875961 6.638923 0.131 -0.005 -0.082
H 1.112193 7.535957 6.503714 -0.105 -0.027 -0.217

---

70
Properties=species:S:1:pos:R:3:forces:R:3 method="wB97M-V/def2-TZVPD" total_charge=-1
C -1.906183 3.717913 -5.172192 -0.318 -0.600 0.406
C -0.818488 2.686053 -4.596475 0.350 0.218 -0.878
C -0.442114 1.654783 -5.785378 0.103 -0.157 0.661
C 0.546605 3.421375 -4.104737 -1.007 -0.853 0.702
C 0.660544 3.248938 -2.489400 -0.436 0.831 -0.896
C -0.513488 4.186956 -1.884497 0.006 -0.618 -0.003
C 2.118937 3.641933 -1.946609 -0.719 1.089 0.436
O 2.341996 3.243845 -0.580884 -0.877 -0.155 -2.327
B 3.261050 2.078754 -0.489055 -0.205 1.206 0.923
O 3.163263 1.685294 0.949654 -1.196 -1.841 0.265
C 2.089299 0.736644 0.902898 -1.259 -0.200 -0.303
C 1.567143 0.071709 2.262757 1.209 -0.214 -0.678
C 0.191164 -0.702407 1.955355 -0.006 0.963 0.052
C -0.621437 -1.142615 3.260428 -0.422 -0.539 -0.881
C 0.072403 -2.277899 4.142302 -0.583 -0.295 -0.400
F 1.378723 -2.623245 3.752473 -2.615 0.806 1.208
F -0.704275 -3.491757 4.055088 1.507 1.974 0.278
C -0.034255 -1.839459 5.696504 0.061 -0.804 -0.752
F 0.614718 -0.614647 5.892341 -1.626 -3.003 0.228
F 0.478609 -2.871291 6.515651 -0.999 2.685 -1.208
F -1.430697 -1.735749 5.965586 3.391 0.462 -0.249
C 2.564706 -0.188731 -0.323956 0.357 1.653 -1.372
F 1.550447 -0.998367 -0.960983 0.596 0.758 1.057
C 3.774521 -1.210313 -0.127436 -0.447 -0.573 -0.473
C 3.495181 -2.398289 0.894417 3.025 -0.903 2.240
O 4.411982 -2.718705 1.698655 -3.438 1.172 -2.685
O 2.289710 -3.137760 0.995341 1.386 0.637 -1.073
O 2.865890 0.868274 -1.271877 0.050 -2.295 1.489
H -1.709384 3.879916 -6.284564 -0.210 0.176 1.496
H -1.957056 4.696105 -4.571580 0.260 -1.352 -1.045
H -2.948821 3.241554 -5.087006 1.410 0.621 -0.208
H -1.275929 2.127436 -3.709451 0.707 0.609 -1.415
H 0.229945 2.160600 -6.572862 -1.028 -0.627 1.211
H 0.117526 0.760497 -5.324907 -0.784 1.381 -0.799
H -1.372736 1.249291 -6.307426 1.118 0.534 0.684
H 1.424155 2.891489 -4.599690 -0.966 0.940 0.554
H 0.444216 4.521106 -4.415013 0.618 -1.466 0.475
H 0.386379 2.162334 -2.267144 0.724 1.368 -0.121
H -0.529808 5.208733 -2.414907 0.196 -1.390 0.992
H -0.437175 4.290228 -0.745981 0.063 0.005 -1.648
H -1.528017 3.693083 -2.101453 1.374 0.713 0.284
H 2.153263 4.800207 -1.948444 -0.034 -1.508 -0.198
H 2.947888 3.300826 -2.660346 -1.119 0.119 0.908
H 4.317169 2.572688 -0.789536 0.840 -0.545 -0.193
H 1.129951 1.244091 0.500394 1.374 -0.567 0.238
H 2.400481 -0.621597 2.643430 -1.384 0.873 -0.260
H 1.439744 0.927544 3.015861 -0.010 -1.275 -1.013
H 0.318248 -1.565354 1.208357 0.015 1.208 1.408
H -0.474198 0.065495 1.406464 0.871 -1.184 0.881
H -1.615153 -1.593652 2.884842 1.538 0.519 0.764
H -0.927623 -0.254908 3.916191 0.794 -1.219 -0.923
H 4.760418 -0.726581 0.177093 -1.645 -0.513 -0.146
H 3.968428 -1.689000 -1.160042 -0.465 0.731 1.471
H 2.011808 -3.500049 0.125274 0.185 0.889 0.504
C -2.627821 -1.005365 -4.455748 0.563 0.383 0.337
O -1.725738 -0.366680 -3.943039 -0.312 -0.267 -0.029
N -2.451804 -1.748461 -5.578875 0.316 -0.379 -0.670
N -3.888011 -1.029662 -3.949244 -0.697 0.127 0.441
H -3.180521 -2.281127 -6.016908 0.049 0.060 0.059
H -1.530252 -1.755238 -5.984138 -0.154 0.027 0.086
H -4.057696 -0.490395 -3.116398 0.053 -0.095 -0.147
H -4.644308 -1.548573 -4.356062 0.086 0.042 0.020
C -3.256431 -4.532458 8.065387 -0.362 0.314 -0.038
O -4.407596 -4.346082 8.433375 0.085 -0.099 0.024
N -2.570462 -3.631517 7.321372 -0.117 0.212 -0.046
N -2.564497 -5.660465 8.370814 0.156 -0.764 0.349
H -1.626448 -3.767128 7.010581 -0.109 -0.016 0.022
H -3.048355 -2.782427 7.073974 0.105 -0.187 0.043
H -3.039865 -6.354751 8.922551 0.089 0.135 -0.109
H -1.619866 -5.832987 8.078830 -0.082 0.062 -0.011

---

68
Properties=species:S:1:pos:R:3:forces:R:3 method="wB97M-V/def2-TZVPD" total_charge=+1 relative_energy_ev=0.079
C 1.455090 -1.249282 4.263980 0.461 -0.592 -0.378
C 1.992845 -0.794140 2.926099 -0.408 1.479 0.556
C 2.467246 0.652445 3.111043 0.023 -0.403 -0.747
C 0.937161 -0.761520 1.837940 0.685 -0.350 -0.062
C 0.243344 -2.085571 1.616095 -0.198 0.457 0.085
N -0.877953 -2.362185 2.519560 1.929 0.392 -1.270
N -0.981020 -3.495879 3.204871 2.994 -2.519 -0.741
C -2.060964 -3.460798 3.877995 -1.360 -1.493 1.645
N -2.666159 -2.368471 3.673297 -4.130 1.553 1.853
C -1.948044 -1.675064 2.858887 0.629 1.665 -1.489
N -2.236384 -0.469432 2.417304 -0.592 1.173 -0.168
C -3.424063 0.249227 2.875407 0.351 -0.240 -0.207
C -3.273066 0.945234 4.204254 0.433 -0.461 0.043
O -3.023230 0.116091 5.292164 -0.096 -0.394 0.454
C -2.234712 2.047207 4.174773 -1.656 -0.458 0.304
F -2.401655 2.816340 3.134719 0.069 0.919 -1.978
F -1.008582 1.592420 4.199014 2.001 -0.958 -0.353
F -2.378895 2.801327 5.219231 -0.175 1.259 2.051
H 2.282000 -1.348581 4.937566 0.389 -0.014 0.639
H 0.964502 -2.208710 4.232740 -0.191 -0.452 0.071
H 0.782962 -0.512758 4.657992 -0.528 0.375 0.263
H 2.869852 -1.333814 2.623651 0.206 -0.853 -0.288
H 1.866188 1.173475 3.827174 -0.180 0.348 0.605
H 3.514519 0.711399 3.328776 0.507 0.099 0.522
H 2.332702 1.165880 2.179945 0.061 0.531 -0.644
H 0.283078 0.067048 2.046067 -0.545 0.259 0.100
H 1.446249 -0.517111 0.907585 -0.256 0.006 -0.035
H 0.961218 -2.866860 1.762862 0.400 -0.590 0.139
H -0.103614 -2.166453 0.608718 -0.445 -0.052 -0.757
H -0.298707 -4.233582 3.185909 0.310 0.080 -0.260
H -2.425020 -4.214415 4.521126 -0.039 -0.866 0.478
H -1.661268 0.000137 1.745149 0.270 -0.099 -0.163
H -4.255136 -0.423591 2.873890 -0.506 -0.475 0.315
H -3.651617 0.998088 2.147834 -0.046 0.451 -0.634
H -4.207227 1.423446 4.413317 -0.655 0.427 0.088
H -2.117900 -0.206863 5.280574 0.099 0.006 -0.044
Cl 0.878660 4.013713 0.033356 0.031 -0.049 0.093
C 1.189553 2.701741 -1.132643 0.103 0.048 0.059
C 0.044318 2.521610 -2.083498 -0.145 -0.029 -0.200
Cl -1.424351 1.880456 -1.293266 -0.166 0.494 0.279
H 1.390952 1.792516 -0.575556 -0.021 -0.090 0.081
H 2.085699 2.969969 -1.689294 -0.011 0.042 -0.036
H 0.313262 1.807885 -2.859584 -0.007 -0.063 0.012
H -0.228310 3.459235 -2.558547 -0.061 0.035 0.030
Cl 2.985778 -1.090240 -0.871305 -0.048 0.129 -0.328
C 2.249317 -1.930723 -2.276234 -0.072 -0.188 -0.220
C 1.247162 -1.134568 -3.085369 0.153 -0.068 0.184
Cl -0.288349 -0.797566 -2.239781 0.314 -0.411 0.078
H 1.819178 -2.848147 -1.883949 -0.095 0.013 -0.038
H 3.071709 -2.186587 -2.938818 0.064 -0.003 0.048
H 0.992517 -1.711434 -3.970981 0.045 -0.025 -0.035
H 1.654859 -0.178830 -3.405071 0.065 -0.009 0.005
Cl -1.867090 1.750687 -4.961236 0.095 -0.035 -0.075
C -3.621076 1.812119 -5.272566 -0.082 0.028 -0.040
C -4.412731 1.878019 -3.993258 -0.091 0.066 0.031
Cl -4.318819 0.358089 -3.060368 0.007 0.012 -0.010
H -3.887188 0.942051 -5.865304 0.045 -0.077 0.040
H -3.809241 2.703865 -5.866606 0.016 0.056 0.042
H -5.463150 2.045957 -4.221252 -0.021 -0.048 -0.038
H -4.064304 2.684102 -3.353275 0.079 -0.040 0.046
Cl 3.160812 1.341000 -5.434987 -0.015 -0.017 0.048
C 4.708264 0.452867 -5.519661 0.095 0.054 0.012
C 4.608249 -0.781405 -6.376233 0.096 0.065 -0.060
Cl 3.571978 -2.023464 -5.623570 -0.026 -0.079 -0.069
H 5.008078 0.208324 -4.504505 -0.046 -0.021 0.038
H 5.443943 1.133713 -5.942059 -0.026 0.023 -0.060
H 5.594947 -1.220986 -6.504001 0.018 -0.029 0.072
H 4.201636 -0.558645 -7.358084 -0.104 0.007 0.014

---

Number 1: E -65093.8444 eV, HOMO energy -10.0 eV, orbital gap 9.9638 eV. Number 2: E -56495.1533 eV, HOMO energy -5.0 eV, orbital gap 7.1298 eV. Number 3: E -135552.2528 eV, HOMO energy -12.3 eV, orbital gap 9.9768 eV.